{
  "formula": "C14H19N9O3",
  "method": "ωB97M-V/def2-TZVPD",
  "symbols": ["H", "N", "C", "N", "C", "C", "N", "C", "O", "C", "N", "C", "N", "C", "O", "C", "N", "C", "N", "C", "O", "C", "N", "C", "C", "N", "C", "H", "H", "H", "H", "H", "H", "H", "H", "H", "H", "H", "H", "H", "H", "H", "H", "H", "H"],
  "xyz": [[-1.807, 2.768, -5.100], [-1.765, 1.755, -5.294], [-1.579, 0.916, -4.352], [-1.399, -0.366, -4.776], [-1.444, 1.314, -2.912], [0.014, 1.258, -2.483], [0.186, 1.198, -1.055], [0.474, 2.248, -0.237], [0.633, 3.369, -0.732], [0.726, 1.992, 1.176], [0.820, 0.741, 1.611], [1.007, 0.828, 2.990], [1.049, -0.250, 3.857], [1.008, -1.577, 3.479], [1.449, -2.335, 4.357], [0.360, -2.151, 2.206], [-0.830, -1.762, 1.720], [-1.046, -2.480, 0.575], [-2.170, -2.211, -0.191], [-2.237, -2.115, -1.581], [-1.284, -2.235, -2.316], [-0.043, -3.398, 0.382], [0.852, -3.178, 1.424], [1.985, -4.028, 1.713], [1.131, 2.128, 3.384], [0.955, 2.866, 2.227], [1.063, 4.332, 2.173], [-1.145, -1.104, -4.121], [-1.248, -0.432, -5.776], [-2.002, 0.630, -2.302], [-1.882, 2.290, -2.727], [0.514, 0.345, -2.867], [0.527, 2.152, -2.876], [0.292, 0.306, -0.582], [1.485, -0.080, 4.761], [-2.819, -1.643, 0.360], [-3.185, -1.839, -2.025], [0.059, -4.132, -0.438], [2.951, -3.484, 1.752], [1.802, -4.442, 2.708], [1.981, -4.821, 0.975], [1.300, 2.428, 4.421], [0.128, 4.776, 1.877], [1.817, 4.678, 1.448], [1.314, 4.746, 3.166]],
  "lowdin_charge": [0.05, 0.09, -0.54, 0.12, -0.12, -0.17, 0.07, -0.40, 0.04, -0.20, 0.18, -0.30, 0.14, -0.32, 0.04, -0.19, 0.16, -0.34, 0.10, -0.30, 0.01, 0.02, -0.08, -0.01, -0.01, -0.05, -0.01, 0.06, 0.10, 0.09, 0.12, 0.13, 0.13, 0.12, 0.16, 0.15, 0.13, 0.14, 0.11, 0.09, 0.09, 0.13, 0.08, 0.10, 0.09],
  "e_above_lowest_kcal_mol": 0.0,
  "smiles": "[H]/N=C(/N)CCNC(=O)c1nc(NC(=O)c2nc(NC=O)cn2C)cn1C",
  "lumo_energy_ev": 0.49,
  "homo_lumo_gap_ev": 8.954,
  "spin_multiplicity": 1
}